1.
2 unconnected molecules or ions with the total composition C51H53N4O3 at a distorted geometry, computed with ωB97M-V/def2-TZVPD.

The charge is +1. The LUMO energy is -0.143 hartree. The value obtained for the largest force on an atom is 4.6 eV/A.

```
111
C51H53N4O3, DFT ωB97M-V/def2-TZVPD
C -6.123 1.343 1.876
C -4.698 1.514 2.299
C -3.687 1.620 1.343
C -2.351 1.787 1.714
C -1.358 2.070 0.635
C -2.032 1.718 3.079
N -0.671 1.705 3.492
C 0.307 0.820 3.142
C 0.335 -0.143 2.021
C -0.691 -1.185 1.912
C -0.770 -1.938 0.658
C -1.626 -1.383 2.986
C -1.270 -1.202 4.342
C -2.175 -1.426 5.373
C -3.497 -1.770 5.080
C -3.889 -1.943 3.750
C -2.966 -1.797 2.720
O 1.249 -0.044 1.169
N 1.454 1.240 3.732
C 2.784 0.801 3.475
C 3.143 -0.543 3.653
C 2.213 -1.588 4.171
C 4.463 -0.919 3.395
C 5.428 0.026 3.050
C 6.840 -0.406 2.819
C 5.061 1.367 2.947
C 3.739 1.773 3.136
C 3.423 3.224 2.964
C 1.140 2.271 4.623
C -0.141 2.589 4.439
C -3.033 1.718 4.064
C -2.771 1.775 5.535
C -4.364 1.608 3.648
H -6.768 1.230 2.753
H -6.474 2.210 1.301
H -6.244 0.457 1.240
H -3.936 1.599 0.281
H -0.461 2.591 0.982
H -1.054 1.163 0.096
H -1.841 2.717 -0.112
H -1.409 -2.824 0.765
H -1.181 -1.307 -0.151
H 0.235 -2.263 0.350
H -0.240 -0.943 4.593
H -1.848 -1.315 6.410
H -4.218 -1.901 5.888
H -4.923 -2.193 3.505
H -3.265 -1.949 1.678
H 2.794 -2.502 4.344
H 1.755 -1.321 5.131
H 1.427 -1.858 3.456
H 4.743 -1.968 3.506
H 7.487 0.465 2.685
H 7.210 -0.992 3.668
H 6.920 -1.038 1.926
H 5.816 2.121 2.715
H 4.307 3.704 2.526
H 2.584 3.421 2.286
H 3.236 3.735 3.917
H 1.885 2.716 5.260
H -0.736 3.380 4.864
H -3.691 1.484 6.060
H -1.994 1.082 5.873
H -2.522 2.789 5.880
H -5.151 1.566 4.404
C -5.664 -6.044 0.235
O -4.655 -5.130 -0.250
C -3.412 -5.605 -0.522
C -2.463 -4.629 -0.931
C -1.159 -5.020 -1.120
C -0.809 -6.387 -0.999
C -1.721 -7.362 -0.619
C -3.036 -6.970 -0.361
N 0.546 -6.517 -1.301
C 1.267 -7.778 -1.315
C 1.079 -5.289 -1.587
C 0.056 -4.309 -1.512
C 0.152 -2.945 -1.822
C 1.362 -2.391 -2.319
C 2.653 -2.640 -1.816
N 3.585 -2.100 -2.658
C 5.021 -2.190 -2.475
C 2.947 -1.470 -3.723
C 1.544 -1.626 -3.558
C 0.695 -1.261 -4.592
C 1.260 -0.663 -5.755
O 0.538 -0.244 -6.828
C -0.893 -0.430 -6.859
C 2.663 -0.448 -5.852
C 3.514 -0.871 -4.843
H -6.546 -5.416 0.351
H -5.867 -6.847 -0.488
H -5.381 -6.478 1.204
H -2.772 -3.598 -1.089
H -1.407 -8.394 -0.490
H -3.773 -7.704 -0.033
H 0.612 -8.557 -0.915
H 1.569 -8.059 -2.334
H 2.170 -7.705 -0.697
H 2.104 -5.171 -1.931
H -0.768 -2.373 -1.934
H 2.938 -3.246 -0.960
H 5.513 -1.657 -3.290
H 5.313 -1.739 -1.519
H 5.357 -3.236 -2.476
H -0.377 -1.451 -4.524
H -1.195 0.059 -7.787
H -1.146 -1.498 -6.892
H -1.375 0.051 -5.998
H 3.041 0.040 -6.745
H 4.586 -0.713 -4.906
```

***

2.
A molecular structure, C51H56CdCl2N2P2Si, computed with ωB97M-V/def2-TZVPD.

The calculation puts the energy relative to the best compared isomer or geometry (same formula, charge and spin) at 0.0 kJ/mol. The charge is -2. The LUMO energy is 0.138 hartree. The value obtained for the largest force on an atom is 0.6 eV/A.

```
115
C51H56CdCl2N2P2Si, DFT ωB97M-V/def2-TZVPD
Cd -1.933 -0.462 -0.488
C 4.094 -0.891 1.276
N 3.443 -1.209 2.537
C 2.537 -0.199 3.073
P 0.719 -0.266 2.574
C 0.179 -1.673 3.627
C 0.656 -2.938 3.274
C 0.239 -4.072 3.950
C -0.689 -3.965 4.978
C -1.194 -2.720 5.316
C -0.765 -1.582 4.644
C 0.206 1.193 3.572
C 0.557 1.414 4.905
C 0.154 2.565 5.562
C -0.615 3.511 4.891
C -0.986 3.295 3.574
C -0.576 2.141 2.917
C 4.152 -1.989 3.453
C 3.554 -2.414 4.653
C 4.239 -3.212 5.549
C 5.542 -3.623 5.300
C 6.147 -3.200 4.129
C 5.477 -2.391 3.222
P 2.926 -0.428 -0.119
C 3.218 -1.766 -1.338
C 4.451 -2.362 -1.606
C 4.573 -3.322 -2.595
C 3.458 -3.686 -3.345
C 2.232 -3.093 -3.098
C 2.108 -2.143 -2.090
C 3.975 0.921 -0.808
C 4.576 0.902 -2.061
C 5.272 2.009 -2.532
C 5.371 3.155 -1.760
C 4.763 3.193 -0.510
C 4.068 2.090 -0.049
H 4.657 -1.763 0.954
H 4.801 -0.060 1.414
H 2.886 0.801 2.779
H 2.598 -0.233 4.158
H 1.352 -3.035 2.450
H 0.618 -5.041 3.652
H -1.031 -4.852 5.498
H -1.942 -2.628 6.095
H -1.189 -0.621 4.907
H 1.128 0.669 5.448
H 0.434 2.723 6.597
H -0.939 4.408 5.405
H -1.604 4.012 3.050
H -0.898 1.963 1.897
H 2.528 -2.155 4.865
H 3.731 -3.529 6.452
H 6.067 -4.259 6.000
H 7.168 -3.490 3.911
H 6.004 -2.057 2.343
H 5.333 -2.059 -1.051
H 5.535 -3.778 -2.791
H 3.551 -4.434 -4.123
H 1.360 -3.369 -3.675
H 1.144 -1.683 -1.897
H 4.486 0.027 -2.690
H 5.725 1.974 -3.515
H 5.901 4.023 -2.136
H 4.814 4.089 0.097
H 3.566 2.147 0.911
Cl 0.409 1.943 -0.602
C 0.128 2.176 -2.349
Cl 1.169 1.091 -3.321
H 0.416 3.193 -2.591
H -0.949 1.842 -2.461
C -5.651 0.789 2.803
C -4.396 0.473 3.306
C -3.367 0.140 2.428
C -3.518 0.111 1.035
C -4.803 0.434 0.571
C -5.849 0.764 1.427
H -6.463 1.057 3.473
H -4.221 0.480 4.379
H -2.401 -0.117 2.864
H -4.989 0.453 -0.501
H -6.822 1.016 1.017
C 0.605 -5.033 0.017
Si -1.021 -4.087 -0.209
C -1.587 -4.454 -1.964
C -2.264 -4.985 0.895
C -0.907 -2.336 0.282
H 0.459 -6.103 -0.162
H 0.972 -4.908 1.040
H 1.391 -4.681 -0.652
H -1.609 -5.532 -2.153
H -0.955 -3.985 -2.721
H -2.592 -4.059 -2.115
H -2.244 -6.063 0.709
H -3.277 -4.624 0.699
H -2.055 -4.812 1.953
H 0.148 -2.040 0.369
H -1.327 -2.271 1.294
C -3.308 -1.571 -3.548
C -4.000 -0.247 -3.611
C -5.156 -0.087 -4.350
C -5.821 1.136 -4.452
C -5.261 2.221 -3.771
C -4.108 2.110 -3.023
C -3.549 3.294 -2.290
C -3.400 0.848 -2.874
N -2.293 0.771 -2.169
H -3.873 -2.344 -4.079
H -3.161 -1.896 -2.513
H -2.296 -1.509 -3.967
H -5.556 -0.953 -4.876
H -6.737 1.237 -5.023
H -5.751 3.193 -3.825
H -4.191 4.171 -2.417
H -2.540 3.544 -2.636
H -3.442 3.067 -1.223
```

***

3.
A molecular structure, C51H56Ge2InNO2S4, computed with ωB97M-V/def2-TZVPD.

The calculation puts the energy relative to the best compared isomer or geometry (same formula, charge and spin) at 24.0 kJ/mol. The LUMO energy is 0.005 hartree. The value obtained for the largest force on an atom is 0.6 eV/A.

```
117
C51H56Ge2InNO2S4, DFT ωB97M-V/def2-TZVPD
In 0.646 1.992 -2.037
N 1.527 2.303 -4.243
C 0.413 2.839 -5.054
C 0.113 4.292 -4.702
C -0.509 4.545 -3.328
O -1.396 5.361 -3.211
O 0.026 3.913 -2.310
H 2.352 2.886 -4.345
H 1.772 1.364 -4.542
H -0.463 2.213 -4.865
H 0.637 2.766 -6.120
H -0.568 4.712 -5.439
H 1.040 4.875 -4.747
C -2.583 5.290 0.203
C -1.615 4.501 1.041
C -2.052 3.606 2.012
C -1.160 2.835 2.746
C -1.669 1.823 3.738
C 0.213 2.980 2.515
C 0.678 3.919 1.587
C 2.146 4.206 1.398
C -0.249 4.647 0.850
C 1.176 2.118 3.262
C 1.489 2.432 4.581
C 2.398 1.667 5.293
C 3.029 0.598 4.677
C 2.743 0.268 3.354
C 1.788 1.015 2.656
Ge 1.387 0.600 0.787
S 2.639 1.712 -0.650
S -0.751 1.110 0.105
Ge -0.582 -0.889 -0.996
S -0.006 -0.206 -3.008
S 1.136 -1.575 0.279
C -2.171 -2.038 -1.056
C -2.031 -3.420 -0.881
C -3.153 -4.240 -0.951
C -4.406 -3.705 -1.184
C -4.541 -2.341 -1.374
C -3.437 -1.494 -1.328
C -3.689 -0.053 -1.633
C -3.976 0.860 -0.618
C -3.972 0.470 0.837
C -4.294 2.174 -0.960
C -4.340 2.596 -2.278
C -4.727 4.002 -2.640
C -4.047 1.668 -3.275
C -3.742 0.349 -2.979
C -3.556 -0.650 -4.090
C -0.713 -4.074 -0.633
C -0.358 -4.466 0.659
C -1.257 -4.205 1.840
C 0.850 -5.131 0.853
C 1.707 -5.404 -0.201
C 3.008 -6.129 0.014
C 1.332 -5.005 -1.480
C 0.132 -4.354 -1.717
C -0.264 -3.982 -3.123
C 3.556 -0.802 2.704
C 3.296 -2.152 2.936
C 2.163 -2.601 3.821
C 4.123 -3.109 2.351
C 5.196 -2.753 1.552
C 6.106 -3.788 0.946
C 5.441 -1.399 1.338
C 4.647 -0.417 1.907
C 4.985 1.038 1.701
H -3.609 5.147 0.544
H -2.516 4.985 -0.844
H -2.353 6.355 0.246
H -3.117 3.483 2.182
H -2.757 1.841 3.783
H -1.284 2.012 4.741
H -1.354 0.813 3.459
H 2.781 3.403 1.766
H 2.415 5.119 1.936
H 2.374 4.357 0.343
H 0.108 5.345 0.099
H 1.013 3.291 5.040
H 2.635 1.920 6.319
H 3.771 0.015 5.209
H -3.027 -5.308 -0.813
H -5.275 -4.350 -1.228
H -5.515 -1.911 -1.580
H -3.577 -0.533 0.997
H -4.986 0.501 1.243
H -3.364 1.170 1.409
H -4.520 2.879 -0.166
H -5.100 4.543 -1.771
H -5.508 3.999 -3.402
H -3.877 4.551 -3.045
H -4.095 1.978 -4.315
H -3.469 -0.144 -5.051
H -4.410 -1.331 -4.141
H -2.663 -1.256 -3.942
H -1.981 -3.418 1.638
H -0.671 -3.910 2.711
H -1.813 -5.107 2.108
H 1.125 -5.437 1.857
H 3.146 -6.389 1.063
H 3.853 -5.514 -0.302
H 3.036 -7.051 -0.569
H 1.988 -5.221 -2.317
H 0.433 -4.413 -3.841
H -0.265 -2.899 -3.271
H -1.268 -4.339 -3.356
H 1.415 -1.822 3.957
H 2.534 -2.887 4.809
H 1.675 -3.471 3.384
H 3.914 -4.160 2.528
H 5.778 -4.796 1.193
H 7.126 -3.665 1.314
H 6.137 -3.693 -0.140
H 6.284 -1.103 0.723
H 5.941 1.136 1.189
H 5.048 1.563 2.656
H 4.232 1.552 1.099
```